1.
77
Properties=species:S:1:pos:R:3:mulliken_charge:R:1 method="wB97M-V/def2-TZVPD" fmax_ha_per_bohr=0.0682 e_tot_ha=-3812.0250 spin_multiplicity=2 e_above_lowest_kcal_mol=0.0 s_squared=0.754
Cu 7.73088 13.71894 13.35958 -1.4930
O 8.39980 10.60407 17.60221 -0.6899
C 8.17963 9.69522 16.63111 0.3693
C 8.26501 8.33167 16.98269 -0.6279
C 8.01527 7.34952 16.04081 -0.3187
C 7.68635 7.69182 14.73031 -0.8347
C 7.63743 9.03355 14.35779 -0.4321
C 7.88946 10.04269 15.29849 0.4239
C 7.79758 11.42453 14.85924 1.0900
O 7.63067 11.67252 13.60660 -0.8433
N 7.87637 12.37040 15.79950 -0.9386
N 7.70182 13.57544 15.24673 0.7325
C 7.48832 14.68145 15.96532 -0.2120
C 7.25628 15.85752 15.19018 0.6687
C 6.66936 17.02678 15.70128 -0.9779
C 6.40744 18.06899 14.82744 -0.1919
C 6.77608 17.94857 13.47762 -0.9170
C 7.37180 16.77739 13.05274 0.0473
N 7.58116 15.73218 13.87804 0.1860
H 8.24157 11.48662 17.11852 0.6237
H 8.50957 8.08629 18.00892 0.4332
H 8.07556 6.30447 16.31063 0.3807
H 7.46303 6.92171 14.00086 0.4107
H 7.39954 9.31873 13.33383 0.4783
H 7.45498 14.65594 17.05626 0.4754
H 6.39971 17.07979 16.74656 0.4529
H 5.90458 18.95152 15.20114 0.4165
H 6.60531 18.74828 12.77493 0.4342
H 7.68887 16.65708 12.02080 0.4088
C 16.72040 13.74956 14.15666 -0.4323
C 16.11911 14.77720 13.43425 -0.6245
C 14.73025 14.77628 13.23039 -0.1580
C 13.95576 13.73938 13.73346 0.0294
C 14.55542 12.71452 14.44827 -0.4220
C 15.94176 12.71337 14.66735 -0.5553
Sb 11.80099 13.66536 13.46529 0.7891
C 11.77459 15.17729 11.91852 0.4242
C 11.19965 16.40094 12.24781 -0.7979
C 11.03347 17.38537 11.27123 -0.5471
C 11.43927 17.14461 9.95863 -0.5877
C 12.02594 15.92695 9.63982 -0.6258
C 12.20053 14.94030 10.62485 0.0077
C 11.95061 11.84731 12.32094 -0.0928
C 10.91276 10.92580 12.44506 -0.0985
C 10.94512 9.73319 11.71229 -0.4353
C 12.01202 9.46683 10.85528 -0.5850
C 13.05537 10.38244 10.75148 -0.7465
C 13.03206 11.57283 11.50203 -0.2417
H 17.79592 13.75197 14.31554 0.3608
H 16.69006 15.59702 13.01993 0.3897
H 14.27839 15.59273 12.68001 0.3978
H 13.96500 11.89457 14.85784 0.3141
H 16.37820 11.88718 15.22056 0.3753
H 10.85032 16.61610 13.25662 0.4112
H 10.58962 18.33645 11.55513 0.3986
H 11.29434 17.89760 9.19275 0.3838
H 12.35632 15.71823 8.63116 0.4011
H 12.64824 13.99022 10.34885 0.2915
H 10.06051 11.13071 13.08004 0.2118
H 10.12502 9.02634 11.79586 0.4646
H 12.03691 8.55353 10.28107 0.4191
H 13.90420 10.20791 10.10348 0.3950
H 13.87468 12.25418 11.41801 0.4196
O 7.37265 13.95058 11.46697 -0.7990
C 8.60129 13.70616 11.14841 0.7920
O 9.46371 13.52949 12.10138 0.4925
C 8.97058 13.63171 9.73970 0.2096
C 8.15924 14.26266 8.79616 -0.7644
C 8.49385 14.20234 7.45136 -0.6263
C 9.62467 13.49677 7.04222 -0.5070
C 10.42408 12.86157 7.98874 -0.7928
C 10.10129 12.91655 9.33322 0.6322
H 7.27310 14.78496 9.13515 0.4461
H 7.86687 14.68521 6.70992 0.4130
H 9.87277 13.43621 5.98879 0.4043
H 11.31865 12.33439 7.67953 0.4499
H 10.73887 12.41509 10.05271 0.1611


2.
84
Properties=species:S:1:pos:R:3:mulliken_charge:R:1 method="wB97M-V/def2-TZVPD" total_charge=+1 fmax_ha_per_bohr=0.0406 e_tot_ha=-4911.9779 e_above_lowest_kcal_mol=7.4
Ta -0.09980 0.30380 0.10140 1.5087
C 1.53930 1.05240 -3.35240 -1.0596
C 2.46810 1.76300 -2.41620 1.5350
C 3.20870 2.86600 -2.81730 -1.0006
C 4.07000 3.49240 -1.93250 -0.9555
C 4.21770 3.01110 -0.64420 -0.7927
C 3.50490 1.89960 -0.21200 1.7745
C 3.70920 1.33760 1.16540 -1.8801
C 2.60930 1.30030 -1.10310 -1.3023
N 1.85530 0.15450 -0.68780 0.8311
C 2.61570 -0.98110 -0.72010 0.2556
O 3.77670 -1.06770 -1.05110 -0.6013
C 1.81350 -2.17320 -0.28920 0.3815
C 2.29820 -3.46060 -0.10460 -0.7977
C 1.40090 -4.45190 0.27270 -0.4663
C 0.05330 -4.14380 0.41170 -0.7278
C -0.34110 -2.82760 0.21090 0.2989
N 0.53150 -1.88550 -0.11610 -0.0481
C -1.76000 -2.32590 0.22780 -0.0829
O -2.70690 -3.07310 0.34910 -0.6263
N -1.80410 -0.98310 0.03140 1.1262
C -3.11090 -0.50900 -0.29360 -0.6971
C -4.00370 -0.08380 0.69250 0.9642
C -3.64640 -0.19650 2.14380 -1.2974
C -5.25020 0.38040 0.29020 -0.9217
C -5.61670 0.38150 -1.04410 -0.9362
C -4.74440 -0.10220 -2.00140 -1.1879
C -3.48350 -0.55180 -1.64200 1.6185
C -2.55460 -1.14600 -2.65790 -1.3382
H 1.56520 1.49740 -4.34230 0.4533
H 0.51070 1.09150 -2.98890 -0.0330
H 1.83990 0.00870 -3.43390 0.2876
H 3.12380 3.21300 -3.83600 0.4738
H 4.64430 4.34690 -2.24980 0.4866
H 4.90220 3.49190 0.03710 0.4864
H 4.04240 2.10920 1.85810 0.4706
H 4.48060 0.56620 1.12030 0.3996
H 2.79630 0.87690 1.55230 0.1417
H 3.34700 -3.65830 -0.25500 0.5788
H 1.74210 -5.46070 0.44490 0.4876
H -0.68700 -4.88370 0.67290 0.5858
H -3.49160 -1.24590 2.40380 0.3283
H -4.45220 0.19620 2.75980 0.4448
H -2.72920 0.35460 2.36220 0.0604
H -5.95550 0.71510 1.03550 0.4662
H -6.59460 0.72920 -1.33590 0.4954
H -5.04940 -0.16910 -3.03420 0.5022
H -2.90930 -0.94560 -3.66480 0.5047
H -2.51820 -2.22910 -2.52740 0.2970
H -1.53450 -0.75980 -2.55620 0.0630
Br -1.38850 3.60040 -3.08390 -0.1026
C -2.76070 3.89830 -1.82160 0.3140
C -3.65880 4.92180 -2.07020 -0.7253
C -4.63960 5.21370 -1.13830 -0.6529
C -4.72760 4.48960 0.04170 -0.8538
C -3.82090 3.48090 0.29320 -0.6710
C -2.82630 3.16550 -0.63650 -0.6076
C -1.86310 2.11530 -0.28640 2.4672
O -1.13920 1.54460 -1.16480 -0.6770
O -1.69210 1.78190 0.90700 -0.7312
H -3.58420 5.49020 -2.98350 0.5024
H -5.32770 6.01920 -1.33270 0.4382
H -5.49770 4.71850 0.76080 0.4754
H -3.85350 2.90850 1.20600 0.5072
N 1.42260 5.95140 -1.97700 -0.1794
C 1.87360 5.98550 -0.71000 0.0771
O 2.63090 6.83540 -0.30230 -0.6483
C 1.39930 4.90690 0.23150 0.4366
C 1.46880 5.18300 1.59670 -0.7156
C 1.16110 4.18030 2.49710 -1.2616
C 0.82080 2.93250 2.00830 -0.4251
N 0.75210 2.65780 0.70710 0.5598
C 1.01480 3.63250 -0.16370 0.1102
H 1.78960 6.65240 -2.60180 0.2376
H 0.78740 5.26910 -2.34970 0.0726
H 1.77800 6.16760 1.91510 0.5338
H 1.20140 4.34140 3.56080 0.5709
H 0.58880 2.12150 2.68440 0.1810
H 0.94540 3.36830 -1.21110 -0.0880
N -0.22710 0.25290 6.56970 -0.4308
C -0.16660 -0.13370 5.49240 0.4091
N -0.11650 -0.57860 4.28070 -0.5701
C 0.12140 -0.31030 3.12660 1.0586
N 0.32910 -0.18750 1.95570 -0.1669


3.
82
Properties=species:S:1:pos:R:3:mulliken_charge:R:1 method="wB97M-V/def2-TZVPD" total_charge=+1 fmax_ha_per_bohr=0.0537 e_tot_ha=-3845.5118 spin_multiplicity=2 e_above_lowest_kcal_mol=6.3 s_squared=0.760
Ti 0.73586 -0.48286 0.92080 -1.0571
Cl 3.14496 0.29994 7.22710 -0.1966
C 2.08686 0.25214 5.87690 -0.2002
C 2.62246 0.17214 4.59970 -0.6350
C 1.77056 0.06764 3.50560 0.2490
N 2.11346 0.00394 2.16640 1.4158
C 3.35556 0.28614 1.70530 -0.0174
O 4.34746 0.57894 2.35070 -0.7238
C 3.36696 0.24504 0.20920 0.0000
C 4.44506 0.74994 -0.50650 -0.8983
C 4.39156 0.75754 -1.88880 -1.1131
C 3.25356 0.24614 -2.50790 -1.0237
C 2.23286 -0.25436 -1.72540 -0.1934
N 2.26696 -0.27116 -0.38220 1.6278
C 0.36476 -0.00326 3.70440 -0.0503
C -0.16024 0.15434 4.98340 -1.1853
C 0.70026 0.28324 6.06430 0.1156
Cl 0.04286 0.44394 7.64320 -0.1932
N -0.31664 -0.28376 2.53460 0.8986
C -1.66894 -0.30896 2.44790 -0.1593
O -2.49034 -0.00416 3.29600 -0.7326
C -2.07814 -0.83196 1.10480 0.4838
C -3.41874 -1.08566 0.82450 -0.9284
C -3.75734 -1.63346 -0.39550 -0.6325
C -2.73174 -1.89806 -1.30350 -0.9483
C -1.42914 -1.60236 -0.96080 -0.2245
N -1.08284 -1.08426 0.22920 0.5692
H 3.69196 0.18364 4.45750 0.6729
H 5.28806 1.13894 0.04470 0.6454
H 5.20886 1.14544 -2.47400 0.4886
H 3.15876 0.23374 -3.58290 0.6071
H 1.35266 -0.67406 -2.20280 0.3224
H -1.22684 0.15504 5.14270 0.6936
H -4.14854 -0.85296 1.58440 0.6568
H -4.78054 -1.85586 -0.64710 0.4989
H -2.95214 -2.33656 -2.26290 0.5890
H -0.61694 -1.81506 -1.65190 0.3897
C 1.63446 -3.87076 -1.97340 -1.5794
C 2.04896 -3.39176 -0.61350 1.0064
C 3.39476 -3.19816 -0.32390 -0.4398
C 3.80876 -2.86926 0.95650 -0.9486
C 2.87836 -2.71076 1.97180 -0.4074
C 1.51706 -2.85616 1.69970 -0.6948
C 1.10826 -3.19866 0.40490 -0.3395
H 0.81296 -4.58016 -1.89660 0.3975
H 2.46826 -4.35886 -2.47230 0.4669
H 1.31466 -3.04506 -2.60940 0.1978
H 4.12616 -3.35246 -1.10400 0.4760
H 4.86296 -2.78036 1.16980 0.4414
H 3.21546 -2.52086 2.98110 0.5512
H 0.80116 -2.85886 2.52490 0.5910
H 0.07116 -3.47466 0.22830 0.7902
C -6.36774 1.59214 -0.83670 -1.7040
C -5.08734 1.48284 -1.59890 0.7696
C -4.88414 0.47124 -2.52960 -0.9206
C -3.69554 0.37274 -3.22480 -0.6661
C -2.66624 1.28694 -3.00950 0.7399
N -1.46954 1.05884 -3.71710 0.0907
C -0.29374 1.71614 -3.85570 0.0945
O 0.53146 1.37024 -4.66960 -0.6338
N -0.04154 2.83154 -3.01360 0.0182
C 0.25636 2.72024 -1.67520 0.0422
C 0.84546 3.78584 -0.97960 -0.8240
C 1.10746 3.62874 0.36940 -1.3840
C 0.84706 2.41704 0.98870 -0.0870
N 0.32626 1.37634 0.32110 1.2081
C -0.00624 1.54874 -0.96630 0.7200
C -2.88074 2.32854 -2.11470 -0.2787
C -4.07144 2.41314 -1.41780 -0.8653
H -6.95294 0.68114 -0.92150 0.3534
H -6.96484 2.41734 -1.22560 0.3986
H -6.17374 1.78614 0.21590 0.3791
H -5.66954 -0.24676 -2.71610 0.4739
H -3.56794 -0.40856 -3.96030 0.3919
H -1.55314 0.30544 -4.39320 0.2290
H 0.49516 3.54224 -3.49800 0.3683
H 1.07576 4.70734 -1.49080 0.5132
H 1.52496 4.44024 0.94400 0.5296
H 1.04936 2.27074 2.04500 0.3501
H -0.51014 0.72554 -1.45810 -0.6716
H -2.14754 3.09874 -1.96660 0.6026
H -4.20214 3.22664 -0.71970 0.4422